Entry 1:
DFT (ωB97M-V/def2-TZVPD) results for C17H21AsN5S6W as an isolated structure.

Largest force on an atom, eV Å⁻¹: 4.15
Net charge: +1
HOMO level, eV: -9.987
Energy relative to the best compared isomer or geometry (same formula, charge and spin), kcal per mole: 58.1

```
51
Properties=species:S:1:pos:R:3:lowdin_charge:R:1
W 0.11478 1.24932 -0.32495 0.46
N 4.15408 0.34762 -0.69925 0.17
C 4.73958 1.60972 -0.52975 -0.25
C 5.93208 1.74692 0.17215 0.00
C 6.46308 3.00682 0.38735 -0.05
C 5.80958 4.14052 -0.07105 -0.05
C 4.61758 4.02122 -0.76695 -0.09
C 4.10608 2.75612 -1.00685 -0.45
S 2.63938 2.51802 -1.99405 0.96
N 1.98208 1.19732 -1.11425 -0.58
C 2.79568 0.19462 -0.70515 -0.32
C 2.10788 -0.96168 -0.26245 -0.18
C 2.71398 -2.19798 0.05005 0.03
C 1.94038 -3.29928 0.28085 0.00
C 0.53938 -3.17488 0.16715 0.00
C -0.00522 -1.94808 -0.08955 -0.11
N 0.71898 -0.81018 -0.24315 -0.11
H 4.71158 -0.43018 -0.37575 0.15
H 6.44248 0.86872 0.53945 0.12
H 7.39068 3.09982 0.92995 0.12
H 6.22698 5.11762 0.10365 0.12
H 4.08798 4.88602 -1.13795 0.11
H 3.78908 -2.26558 0.07295 0.12
H 2.38418 -4.24918 0.52835 0.13
H -0.09242 -4.03848 0.28035 0.12
H -1.08092 -1.83698 -0.19625 0.09
S -1.13582 3.33552 0.06585 0.01
As 1.05198 3.41382 0.58325 -0.05
S 1.23368 1.56052 1.87945 0.03
S -0.91112 0.92512 -2.28955 0.18
S 1.75428 5.19552 1.47225 0.04
C -6.19732 -1.40318 2.01795 -0.07
C -4.82302 -1.92758 1.62465 -0.22
N -3.80552 -0.88828 1.65065 0.01
C -3.05392 -0.36118 0.69715 -0.70
S -1.60452 0.40832 1.29445 0.58
N -3.24052 -0.36908 -0.60635 -0.02
C -4.31532 -0.88628 -1.43995 -0.21
C -3.94542 -2.24678 -2.02585 -0.07
H -6.89722 -2.23358 2.05195 0.08
H -6.55922 -0.66548 1.30685 0.07
H -6.17042 -0.94448 3.00245 0.08
H -4.85452 -2.38978 0.64055 0.09
H -4.50922 -2.68938 2.34675 0.13
H -3.52372 -0.61848 2.58605 0.13
H -2.48122 0.07772 -1.16775 -0.06
H -4.42532 -0.17208 -2.25935 0.13
H -5.25092 -0.92058 -0.88105 0.11
H -3.06952 -2.15258 -2.66365 0.07
H -4.76302 -2.61898 -2.63585 0.08
H -3.73232 -2.97668 -1.24595 0.07
```



Entry 2:
DFT (ωB97M-V/def2-TZVPD) results for C9H25ClMgN3O4 as an isolated structure.

Largest force on an atom, eV Å⁻¹: 1.65
Net charge: +1
HOMO level, eV: -9.953

```
43
Properties=species:S:1:pos:R:3:lowdin_charge:R:1
Mg -4.36362 -3.66512 2.27827 1.13
Cl -2.49182 -3.17425 1.18815 0.08
C -0.98399 -6.19341 3.19737 -0.66
O -1.67451 -5.36622 3.80638 -0.04
N -0.46067 -7.31585 3.77269 0.16
N -0.63904 -5.99320 1.88248 0.15
H -0.60251 -7.55764 4.73611 0.11
H -0.22316 -8.08549 3.17076 0.10
H -1.15059 -5.24631 1.44928 0.00
H -0.16019 -6.66641 1.31340 0.10
C 1.40592 -3.29592 -2.37486 -0.08
C 0.24151 -3.44819 -1.43422 -0.35
O -0.15991 -2.16433 -0.97028 -0.10
H 1.93727 -4.24208 -2.44059 0.08
H 2.06595 -2.48536 -2.06211 0.08
H 1.07888 -2.94164 -3.35548 0.08
H 0.51387 -4.06168 -0.55821 0.10
H -0.57273 -4.03023 -1.89165 0.11
H -0.86846 -2.26450 -0.32918 -0.04
C 2.12656 6.95807 -1.48930 -0.11
O 2.08570 5.58080 -1.18177 -0.19
C 0.95773 4.92789 -1.71996 -0.24
C 1.16073 3.43369 -1.50824 -0.20
N 1.41059 3.04045 -0.10833 -0.05
C 0.32166 3.33247 0.82432 -0.20
C -0.99682 2.67526 0.46445 -0.22
O -1.06658 1.43024 1.12257 -0.17
C -2.03739 0.58657 0.57816 -0.14
H 1.48900 7.54008 -0.81792 0.09
H 1.89196 7.13760 -2.54375 0.09
H 3.15194 7.31565 -1.37437 0.09
H 0.77289 5.12226 -2.78398 0.12
H 0.07860 5.30736 -1.17459 0.12
H 2.05204 3.16268 -2.08026 0.12
H 0.34326 2.84656 -1.92343 0.10
H 2.23575 3.58798 0.11038 0.10
H 0.25186 4.41742 0.97632 0.11
H 0.62339 2.91019 1.78595 0.12
H -1.05925 2.49196 -0.61061 0.10
H -1.78993 3.36672 0.77697 0.13
H -2.08558 -0.33543 1.15769 0.04
H -1.79269 0.27820 -0.44845 0.09
H -3.01761 1.08315 0.58984 0.09
```



Entry 3:
DFT (ωB97M-V/def2-TZVPD) results for a 2-piece molecular cluster, C2H9N2 overall.

Largest force on an atom, eV Å⁻¹: 1.63
Net charge: +1
HOMO level, eV: -16.273
Energy relative to the best compared isomer or geometry (same formula, charge and spin), kcal per mole: 9.3

```
13
Properties=species:S:1:pos:R:3:lowdin_charge:R:1
C 2.18990 -0.61972 0.31216 -0.04
H 2.59805 -1.62634 0.19553 0.04
H 2.95048 0.15823 0.26101 0.04
H 1.49849 -0.55980 -0.52395 0.00
H 1.85163 -0.60067 1.34652 0.03
N -2.37828 -0.20924 -0.24889 0.20
C -1.22257 0.32500 -0.59166 -0.16
N -0.48999 1.09452 0.16830 0.21
H -2.91092 0.24349 0.47295 0.14
H -2.86444 -0.76904 -0.93155 0.14
H -0.79993 -0.07785 -1.50167 0.16
H 0.50834 1.11853 0.07594 0.10
H -0.93076 1.52290 0.96531 0.15
```